# 1
16
Properties=species:S:1:pos:R:3 method="wB97M-V/def2-TZVPD" homo_lumo_gap_ev=9.262 smiles="NN1C(=O)C=NN[C@H]1[N+](=O)[O-]" e_homo_ev=-9.642 e_above_lowest_ev=2.000 lumo_ev=-0.380
C 1.40 -0.74 -1.33
C 0.32 -1.21 -0.46
C -0.32 1.06 -0.06
N 1.72 0.47 -1.44
N 1.05 1.46 -0.73
N -0.17 -0.30 0.47
N -1.09 -0.72 1.50
N -1.43 1.18 -1.12
O -1.29 2.20 -1.74
O -0.02 -2.42 -0.45
O -2.32 0.38 -1.20
H 1.98 -1.55 -1.78
H -0.55 1.93 0.76
H 0.86 2.27 -1.34
H -0.85 -0.40 2.47
H -1.16 -1.72 1.61

# 2
50
Properties=species:S:1:pos:R:3 method="wB97M-V/def2-TZVPD" homo_lumo_gap_ev=6.529 e_homo_ev=-4.282 total_charge=-1 lumo_ev=2.246
C -0.42 -1.15 0.84
C -1.91 -0.79 0.17
S -1.52 0.61 -1.02
C -2.94 -0.50 1.44
O -3.44 0.68 1.81
N -3.15 -1.91 1.97
C -3.07 -2.98 0.88
C -4.21 -4.15 0.80
O -4.86 -4.53 1.94
O -4.60 -4.91 -0.42
C -2.68 -2.10 -0.45
C -3.76 -1.92 -1.67
C -4.98 -0.85 -1.37
C -6.03 -1.32 -0.20
F -7.05 -2.33 -0.66
H -0.51 -1.43 1.98
H 0.11 -2.03 0.28
H 0.32 -0.22 0.79
H -0.37 0.24 -1.78
H -2.59 -2.14 2.85
H -2.09 -3.59 1.11
H -1.83 -2.76 -0.95
H -3.15 -1.46 -2.59
H -4.20 -2.94 -2.09
H -4.61 0.26 -1.18
H -5.62 -0.80 -2.38
H -6.67 -0.35 0.08
H -5.54 -1.67 0.81
C 2.38 3.03 -1.59
C 2.91 2.72 -0.19
N 3.70 1.49 -0.13
C 3.93 1.01 1.24
C 4.75 1.90 2.17
C 4.86 1.41 -1.02
C 5.91 2.51 -0.91
H 1.84 2.18 -2.00
H 1.69 3.88 -1.54
H 3.19 3.30 -2.27
H 2.04 2.61 0.46
H 3.47 3.58 0.19
H 4.40 0.02 1.21
H 2.96 0.84 1.71
H 5.81 1.89 1.91
H 4.68 1.53 3.20
H 4.40 2.93 2.17
H 4.50 1.40 -2.05
H 5.36 0.44 -0.90
H 5.48 3.51 -0.90
H 6.59 2.46 -1.77
H 6.53 2.40 -0.02

# 3
132
Properties=species:S:1:pos:R:3 method="wB97M-V/def2-TZVPD" homo_lumo_gap_ev=8.089 e_homo_ev=-7.834 e_above_lowest_ev=0.070 lumo_ev=0.255
Sc -0.10 -0.67 0.53
C 0.07 0.84 6.06
C 0.08 -0.26 5.06
C -0.07 -1.61 5.29
C -0.02 -2.23 4.03
N 0.17 -1.30 3.07
N 0.23 -0.10 3.73
B 0.50 1.26 3.06
N -0.75 1.84 2.38
N -1.44 1.23 1.36
C -2.54 1.98 1.15
C -2.55 3.05 2.05
C -1.40 2.94 2.79
C -0.91 3.88 3.84
C -3.60 1.80 0.07
C -3.03 2.29 -1.26
C -4.08 0.36 -0.07
C -4.82 2.66 0.41
N 1.75 1.20 2.17
N 1.93 0.36 1.10
C 3.16 0.61 0.62
C 3.78 1.58 1.43
C 2.86 1.94 2.37
C 3.01 2.96 3.45
C 3.87 -0.02 -0.57
C 4.67 -1.25 -0.08
C 4.90 0.99 -1.12
C 2.94 -0.41 -1.71
C -0.05 -3.75 3.92
C 1.38 -4.27 4.09
C -0.89 -4.32 5.07
C -0.68 -4.29 2.64
H -0.02 0.41 7.06
H 0.99 1.43 6.03
H -0.77 1.52 5.92
H -0.20 -2.07 6.25
H 0.76 2.02 3.94
H -3.28 3.84 2.13
H -1.62 4.70 3.94
H -0.80 3.41 4.82
H 0.06 4.31 3.58
H -2.13 1.75 -1.52
H -3.77 2.16 -2.06
H -2.79 3.35 -1.19
H -3.27 -0.31 -0.34
H -4.52 -0.01 0.86
H -4.83 0.30 -0.86
H -4.58 3.72 0.43
H -5.58 2.50 -0.35
H -5.25 2.38 1.38
H 4.77 1.99 1.31
H 4.00 3.41 3.37
H 2.27 3.75 3.37
H 2.92 2.52 4.45
H 5.36 -0.96 0.71
H 4.01 -2.03 0.29
H 5.25 -1.66 -0.91
H 5.73 1.13 -0.43
H 5.31 0.60 -2.05
H 4.44 1.96 -1.32
H 2.22 -1.17 -1.42
H 2.38 0.45 -2.08
H 3.54 -0.82 -2.53
H 1.83 -3.87 5.00
H 1.37 -5.36 4.15
H 2.02 -3.99 3.25
H -0.41 -4.18 6.05
H -1.88 -3.87 5.10
H -1.00 -5.40 4.93
H -0.32 -3.80 1.74
H -0.44 -5.36 2.55
H -1.76 -4.20 2.69
C -0.48 0.09 -7.49
C -0.99 1.31 -6.71
C -0.26 2.55 -7.23
C -2.49 1.48 -6.97
C -0.76 1.10 -5.22
C -1.29 -0.02 -4.58
C -1.05 -0.21 -3.24
Br -1.91 -1.65 -2.37
C -0.27 0.64 -2.44
O -0.03 0.32 -1.18
C 0.15 1.85 -3.05
C -0.08 2.00 -4.42
C 0.79 3.06 -2.34
C 0.91 2.92 -0.82
C 2.19 3.31 -2.92
C -0.08 4.30 -2.60
H -0.63 0.23 -8.56
H -1.00 -0.83 -7.20
H 0.59 -0.07 -7.31
H -0.42 2.63 -8.31
H 0.81 2.49 -7.05
H -0.64 3.46 -6.77
H -2.69 1.62 -8.04
H -2.88 2.34 -6.43
H -3.05 0.60 -6.64
H -1.89 -0.74 -5.12
H 0.30 2.90 -4.88
H 1.58 2.12 -0.53
H -0.05 2.74 -0.35
H 1.32 3.86 -0.43
H 2.83 2.44 -2.80
H 2.66 4.16 -2.41
H 2.14 3.55 -3.99
H -1.10 4.14 -2.25
H -0.12 4.57 -3.65
H 0.34 5.15 -2.05
C -2.52 -3.88 -0.07
C -2.81 -2.87 0.98
N -2.11 -1.80 1.32
C -2.72 -1.28 2.45
C -3.80 -2.03 2.78
N -3.85 -3.03 1.83
H -1.47 -3.82 -0.36
H -3.15 -3.74 -0.95
H -2.69 -4.88 0.32
H -2.35 -0.40 2.94
H -4.52 -1.94 3.57
H -4.51 -3.78 1.79
N 4.09 -7.00 -0.75
C 3.43 -6.07 -0.59
C 2.61 -4.90 -0.39
C 2.79 -4.10 0.73
C 1.98 -2.99 0.91
C 0.96 -2.62 0.01
C 0.84 -3.45 -1.12
C 1.64 -4.57 -1.33
H 3.56 -4.35 1.45
H 2.14 -2.38 1.79
H 0.12 -3.21 -1.89
H 1.51 -5.18 -2.22

# 4
20
Properties=species:S:1:pos:R:3 method="wB97M-V/def2-TZVPD" homo_lumo_gap_ev=10.265 e_homo_ev=-13.941 e_above_lowest_ev=2.172 total_charge=+1 lumo_ev=-3.676
C -1.68 0.70 0.62
C 1.59 -1.62 -0.62
C -2.00 -0.74 0.19
C 0.37 -1.21 0.13
N 1.59 1.83 0.21
N -0.81 -1.20 -0.48
O 0.42 -0.80 1.32
H -1.46 0.84 1.70
H -0.86 1.13 0.10
H -2.65 1.17 0.44
H 2.00 -2.48 -0.15
H 2.30 -0.67 -0.51
H 1.39 -1.73 -1.63
H -2.80 -0.77 -0.53
H -2.32 -1.40 0.95
H 1.39 2.80 0.38
H 1.51 1.45 -0.75
H -0.79 -1.82 -1.23
H 2.39 1.45 0.56
H 1.29 -0.35 1.63